{
  "formula": "C4H7NO3",
  "method": "the ωB97M-V functional and the def2-TZVPD basis",
  "e_above_lowest_kj_mol": 544.3,
  "smiles": "C=NO[C@@H]1COCO1",
  "lumo_ha": 0.0357,
  "molar_mass_g_mol": 117.1,
  "orbital_gap_ha": 0.39996,
  "total_energy_ha": -436.9361,
  "charge": 0,
  "e_homo_ha": -0.36427,
  "max_force_ha_per_bohr": 0.0732,
  "symbols": ["O", "O", "O", "N", "C", "C", "C", "C", "H", "H", "H", "H", "H", "H", "H"],
  "xyz": [[-0.752, -1.068, -0.339], [-2.345, 0.408, 0.039], [1.038, 0.290, 0.146], [2.100, -0.399, -0.350], [-1.841, -0.868, 0.483], [-0.138, 0.189, -0.568], [-1.072, 1.239, 0.009], [3.117, 0.030, 0.354], [-2.635, -1.682, 0.526], [0.181, 0.329, -1.548], [-1.266, 2.013, -0.716], [-0.785, 1.703, 0.940], [2.900, 1.039, 1.079], [-1.248, -0.740, 1.464], [4.221, -0.445, 0.264]],
  "mulliken_charge": [-0.432, -0.433, -0.058, -0.546, -0.178, 0.257, -0.394, -0.205, 0.230, 0.458, 0.285, 0.270, 0.193, 0.269, 0.283]
}

=====

{
  "formula": "C5F21O15PS5V",
  "method": "the ωB97M-V functional and the def2-TZVPD basis",
  "multiplicity": 4,
  "e_above_lowest_kj_mol": 21.4,
  "s2": 3.752,
  "lumo_ha": [0.3025, 0.3025],
  "molar_mass_g_mol": 941.3,
  "orbital_gap_ha": [0.19092, 0.27483],
  "total_energy_ha": -6692.8604,
  "charge": -4,
  "e_homo_ha": [0.11162, 0.02767],
  "max_force_ha_per_bohr": 0.0979,
  "symbols": ["V", "S", "S", "S", "S", "S", "P", "F", "F", "F", "F", "F", "F", "F", "F", "F", "F", "F", "F", "F", "F", "F", "F", "F", "F", "F", "F", "F", "O", "O", "O", "O", "O", "O", "O", "O", "O", "O", "O", "O", "O", "O", "O", "C", "C", "C", "C", "C"],
  "xyz": [[-0.402, 0.044, 0.229], [2.440, 1.498, 1.629], [0.336, 1.731, -2.920], [1.404, -2.897, -0.075], [-2.463, 2.873, 1.029], [-0.796, -0.929, 3.748], [-3.062, -1.414, -1.302], [-0.481, -3.207, 5.151], [3.704, -1.750, 0.300], [1.874, 0.012, -4.191], [-4.178, -0.890, -2.326], [-2.617, 3.161, -1.584], [0.386, -3.318, 3.161], [1.370, -2.118, 4.814], [-2.100, -0.279, -1.947], [-3.844, 4.601, -0.494], [-4.196, -2.450, -0.619], [3.935, -3.568, -0.904], [-1.840, -1.720, -0.227], [3.504, 0.830, -0.883], [-4.533, 2.558, -0.710], [3.181, -1.846, -1.861], [-3.621, -0.360, -0.222], [-0.223, -0.557, -4.478], [-2.446, -2.643, -2.291], [4.924, 0.730, 0.777], [4.354, 2.622, -0.016], [0.598, 1.027, -5.530], [1.498, 2.628, -2.851], [-0.369, 0.253, 4.500], [-0.566, -0.671, 2.315], [-1.643, 1.671, 0.694], [0.064, 0.893, -1.699], [1.631, -3.893, 0.913], [1.252, 1.295, 0.740], [-3.452, 2.502, 2.089], [2.443, 2.774, 2.352], [-0.851, 2.561, -3.266], [-2.186, -1.361, 4.008], [0.805, -1.594, 0.361], [2.702, 0.319, 2.492], [0.643, -3.409, -1.184], [-1.716, 4.128, 1.388], [0.261, -2.559, 4.266], [0.684, 0.436, -4.391], [3.906, 1.429, 0.304], [3.155, -2.497, -0.685], [-3.470, 3.352, -0.603]],
  "mulliken_spin": [2.979, 0.005, 0.002, 0.001, 0.008, 0.001, 0.002, 0.000, 0.000, 0.000, 0.000, 0.000, 0.000, 0.000, 0.003, 0.000, 0.000, 0.000, 0.009, 0.001, 0.000, -0.001, 0.001, -0.001, 0.000, 0.000, 0.000, 0.000, 0.000, 0.001, -0.009, -0.011, -0.013, -0.002, 0.021, 0.000, -0.001, 0.001, 0.001, -0.014, 0.002, 0.004, 0.001, 0.001, 0.000, 0.002, 0.002, 0.003]
}

=====

{
  "formula": "C10H36N10O8",
  "method": "the ωB97M-V functional and the def2-TZVPD basis",
  "e_above_lowest_kj_mol": 632.8,
  "smiles": "NC(N)=O.NC(N)=O.NC(N)=O.NC(N)=O.NC(N)=O.CCO.CCO.CO",
  "lumo_ha": -0.0127,
  "molar_mass_g_mol": 424.5,
  "orbital_gap_ha": 0.29509,
  "total_energy_ha": -1552.0310,
  "charge": 0,
  "e_homo_ha": -0.30780,
  "max_force_ha_per_bohr": 0.1778,
  "symbols": ["O", "O", "O", "O", "O", "O", "O", "O", "N", "N", "N", "N", "N", "N", "N", "N", "N", "N", "C", "C", "C", "C", "C", "C", "C", "C", "C", "C", "H", "H", "H", "H", "H", "H", "H", "H", "H", "H", "H", "H", "H", "H", "H", "H", "H", "H", "H", "H", "H", "H", "H", "H", "H", "H", "H", "H", "H", "H", "H", "H", "H", "H", "H", "H"],
  "xyz": [[-20.895, -14.028, -15.883], [-21.504, -17.296, -17.114], [-25.538, -14.670, -15.779], [-18.658, -13.212, -21.179], [-20.264, -15.003, -19.657], [-20.020, -10.021, -20.130], [-16.957, -14.120, -19.023], [-15.897, -16.459, -20.757], [-20.621, -11.757, -15.406], [-18.047, -15.055, -17.145], [-23.285, -15.142, -15.255], [-20.527, -10.272, -17.829], [-23.742, -13.171, -15.937], [-18.987, -12.685, -16.445], [-19.428, -17.119, -18.364], [-15.918, -14.401, -16.961], [-19.531, -18.422, -16.613], [-19.235, -11.773, -18.835], [-20.161, -17.611, -17.391], [-20.153, -12.880, -15.873], [-19.947, -10.665, -18.957], [-24.219, -14.353, -15.698], [-17.207, -16.656, -21.177], [-17.285, -16.092, -22.569], [-21.458, -14.502, -19.055], [-21.026, -12.960, -22.087], [-19.492, -12.548, -22.107], [-16.988, -14.524, -17.730], [-22.345, -14.521, -19.596], [-18.633, -13.584, -16.798], [-16.877, -15.123, -22.709], [-17.697, -13.119, -21.470], [-23.440, -16.118, -15.005], [-19.280, -11.428, -22.154], [-18.781, -19.013, -17.102], [-21.513, -12.433, -21.269], [-17.532, -17.662, -21.262], [-24.429, -12.621, -16.476], [-19.269, -12.344, -17.881], [-18.906, -12.190, -19.683], [-19.775, -14.333, -20.144], [-21.121, -9.475, -17.871], [-22.784, -13.107, -16.175], [-21.547, -11.723, -14.922], [-18.391, -17.442, -18.444], [-18.757, -15.452, -17.821], [-21.273, -13.412, -19.044], [-17.930, -15.689, -16.332], [-21.581, -14.810, -18.076], [-20.539, -10.882, -16.980], [-15.974, -13.972, -16.022], [-19.219, -12.922, -23.079], [-17.874, -16.102, -20.550], [-19.961, -11.021, -15.129], [-18.379, -11.838, -16.509], [-21.441, -12.669, -23.025], [-19.804, -16.374, -18.988], [-18.236, -16.112, -23.074], [-15.317, -17.099, -21.247], [-16.735, -16.703, -23.259], [-20.048, -18.886, -15.869], [-21.129, -14.068, -21.862], [-15.167, -13.824, -17.437], [-22.257, -14.920, -15.351]],
  "mulliken_charge": [-0.717, -0.671, -0.752, -0.568, -0.520, -0.745, -0.509, -0.522, -0.439, -0.174, -0.267, -0.339, -0.356, -0.465, -0.298, -0.539, -0.409, -0.024, 0.469, 0.103, 0.632, 0.396, 0.673, -1.409, -0.330, -0.944, -0.396, 0.425, 0.515, 0.109, 0.308, 0.202, 0.188, 0.267, 0.227, 0.163, 0.306, 0.232, 0.235, -0.059, 0.114, 0.231, 0.274, 0.257, 0.264, -0.095, -0.043, 0.300, 0.068, 0.384, 0.259, 0.507, -0.447, 0.264, 0.439, 0.494, 0.310, 0.360, 0.323, 0.468, 0.285, 0.174, 0.344, 0.467]
}

=====

{
  "formula": "C21H23MnO3PS2Si",
  "method": "the ωB97M-V functional and the def2-TZVPD basis",
  "multiplicity": 4,
  "s2": 3.775,
  "lumo_ha": [-0.0141, 0.0107],
  "molar_mass_g_mol": 501.5,
  "orbital_gap_ha": [0.29027, 0.31706],
  "total_energy_ha": -3617.9557,
  "charge": 0,
  "e_homo_ha": [-0.30436, -0.30634],
  "max_force_ha_per_bohr": 0.0835,
  "symbols": ["Mn", "S", "S", "P", "Si", "O", "O", "O", "C", "C", "C", "C", "C", "C", "C", "C", "C", "C", "C", "C", "C", "C", "C", "C", "C", "C", "C", "C", "C", "H", "H", "H", "H", "H", "H", "H", "H", "H", "H", "H", "H", "H", "H", "H", "H", "H", "H", "H", "H", "H", "H", "H"],
  "xyz": [[0.087, -1.882, 0.317], [-1.862, -2.922, 0.167], [2.544, -0.891, 0.641], [-0.260, 0.761, 0.613], [-0.911, -4.094, -1.285], [3.922, -1.251, 0.448], [1.671, -0.674, -0.571], [1.754, -1.819, 1.471], [-0.124, 1.919, -3.733], [-1.251, -5.937, -1.361], [2.594, 3.275, 2.278], [-1.211, -3.488, -3.007], [-2.141, 2.808, 1.269], [-1.472, 1.089, 2.871], [-3.220, 2.620, 3.406], [1.024, -4.144, -1.065], [1.300, 1.462, 1.394], [1.422, 2.779, 1.765], [3.629, 1.145, 1.897], [-1.517, 1.606, 1.632], [3.671, 2.434, 2.426], [-2.431, 1.566, 3.770], [-0.275, 1.628, -0.950], [-1.029, 1.020, -3.199], [0.540, 2.646, -1.556], [-3.095, 3.260, 2.205], [2.442, 0.718, 1.350], [0.538, 2.818, -2.923], [-1.051, 0.903, -1.822], [-1.918, 3.190, 0.251], [4.665, 2.834, 2.850], [-0.389, -3.658, -3.649], [-3.664, 4.176, 2.000], [1.384, -4.246, 0.012], [-0.724, 0.339, 3.082], [1.133, -5.087, -1.639], [-0.327, -6.372, -1.881], [-3.910, 3.017, 4.152], [-2.535, 1.100, 4.742], [1.575, -3.393, -1.556], [-2.127, -3.866, -3.403], [-1.415, -6.526, -0.463], [1.055, 3.558, -3.327], [-2.151, -6.055, -1.919], [-1.228, -2.334, -2.892], [-1.720, 0.403, -3.725], [4.461, 0.469, 1.782], [-0.015, 2.094, -4.813], [2.639, 4.287, 2.666], [1.135, 3.282, -0.952], [-1.696, 0.093, -1.403], [0.486, 3.340, 1.636]],
  "mulliken_spin": [3.082, -0.033, -0.031, -0.056, -0.017, 0.005, 0.043, -0.001, 0.000, 0.002, 0.001, 0.000, 0.000, -0.001, 0.000, 0.018, -0.016, 0.000, 0.003, -0.010, -0.001, 0.002, -0.035, 0.002, -0.001, 0.000, 0.017, 0.000, 0.019, 0.000, 0.000, 0.001, 0.000, 0.001, -0.003, 0.002, 0.000, 0.000, 0.000, -0.001, 0.000, -0.001, 0.000, 0.000, 0.005, 0.000, 0.000, 0.000, 0.000, 0.000, 0.003, -0.001]
}

=====

{
  "formula": "C5H9NO",
  "method": "the ωB97M-V functional and the def2-TZVPD basis",
  "e_above_lowest_kj_mol": 288.9,
  "smiles": "C[C@@H](N)/C=C1\\CO1",
  "lumo_ha": 0.0349,
  "molar_mass_g_mol": 99.1,
  "orbital_gap_ha": 0.35747,
  "total_energy_ha": -325.8275,
  "charge": 0,
  "e_homo_ha": -0.32258,
  "max_force_ha_per_bohr": 0.0064,
  "symbols": ["O", "N", "C", "C", "C", "C", "C", "H", "H", "H", "H", "H", "H", "H", "H", "H"],
  "xyz": [[2.782, 0.198, -0.345], [-1.169, -0.593, 1.738], [-1.592, -0.116, -0.614], [-0.943, 0.395, 0.668], [2.002, -0.197, -1.508], [0.540, 0.682, 0.606], [1.425, 0.239, -0.267], [-1.645, 0.658, -1.387], [-0.816, -0.202, 2.609], [-1.471, 1.310, 0.968], [-2.611, -0.438, -0.376], [-1.058, -0.981, -1.026], [-0.541, -1.372, 1.542], [2.062, 0.527, -2.317], [2.072, -1.244, -1.795], [0.961, 1.133, 1.504]],
  "mulliken_charge": [-0.475, -0.749, -1.479, 0.577, -0.148, -0.801, 0.417, 0.326, 0.277, 0.316, 0.393, 0.276, 0.291, 0.218, 0.242, 0.319]
}